Record 1
C32H21MoN5O9 as an isolated structure. Source: OMol25; level of theory: ωB97M-V/def2-TZVPD.

Results
**Highest occupied orbital energy**: -14.6 eV
**Energy relative to the best compared isomer or geometry (same formula, charge and spin)**: 1.442 eV
**Max |F|**: 0.759 eV/A
**Net charge**: +2
**Electronic energy**: -61235.3954 eV

CARTESIAN COORDINATES (ANGSTROEM)
Mo (-0.34880, 0.52522, 1.01055)
C (1.08332, -1.71287, 3.42977)
O (1.03528, -1.18057, 2.08595)
C (1.52155, -1.97546, 1.07054)
C (1.87724, -3.30592, 1.18188)
C (2.36862, -3.94865, 0.05042)
C (2.51129, -3.28025, -1.15820)
C (2.16506, -1.94358, -1.26528)
C (1.66055, -1.30379, -0.14412)
N (1.27080, 0.06729, -0.10763)
N (1.99620, 0.87901, -0.81890)
C (2.03814, 2.18735, -0.64945)
C (1.42052, 2.84947, 0.47410)
O (0.59706, 2.11405, 1.19026)
C (1.70360, 4.16346, 0.80788)
C (2.55252, 4.87166, -0.02230)
C (3.15106, 4.31692, -1.17321)
C (3.99523, 5.10311, -1.98581)
C (4.57834, 4.55658, -3.10193)
C (4.33737, 3.21700, -3.42832)
C (3.51711, 2.42221, -2.64982)
C (2.91280, 2.95934, -1.51477)
H (2.09130, -2.07021, 3.63205)
H (0.36019, -2.52078, 3.54339)
H (0.84260, -0.88697, 4.09249)
H (1.78259, -3.84180, 2.11388)
H (2.64225, -4.99191, 0.11968)
H (2.88949, -3.80600, -2.02300)
H (2.26524, -1.40722, -2.19750)
H (1.25468, 4.61284, 1.68175)
H (2.76751, 5.90674, 0.21625)
H (4.17537, 6.13515, -1.71536)
H (5.22481, 5.15423, -3.72851)
H (4.80316, 2.79464, -4.30817)
H (3.34317, 1.39096, -2.91884)
O (-1.94332, -0.43924, 4.51880)
C (-1.93508, -0.44841, 3.33768)
O (-1.17222, 0.52121, 2.65476)
C (-2.66588, -1.41489, 2.46616)
C (-3.73738, -2.09009, 3.04420)
C (-4.44568, -2.99373, 2.27633)
C (-4.10561, -3.29530, 0.97167)
C (-3.02896, -2.63814, 0.39928)
C (-2.32438, -1.68116, 1.13149)
O (-1.28634, -0.98764, 0.62449)
N (-2.66113, -2.97621, -0.98916)
O (-3.30470, -3.84288, -1.52207)
O (-1.67667, -2.42961, -1.45526)
N (-5.61457, -3.68576, 2.88310)
O (-6.16402, -4.51110, 2.19540)
O (-5.88461, -3.37724, 4.01991)
H (-4.02330, -1.90472, 4.07137)
H (-4.67011, -4.02688, 0.40852)
C (-1.49549, 1.52857, -0.45766)
C (-2.93718, 1.17380, -0.30127)
C (-3.65527, 1.59920, 0.81661)
C (-4.94408, 1.14550, 1.03439)
C (-5.53064, 0.27503, 0.11662)
C (-4.85406, -0.08130, -1.04978)
C (-3.55921, 0.36106, -1.25021)
C (-6.81533, -0.29339, 0.39684)
N (-7.81050, -0.80349, 0.65611)
H (-1.29632, 2.59971, -0.37921)
H (-1.08597, 1.14298, -1.40181)
H (-3.20377, 2.27559, 1.53557)
H (-5.49574, 1.45163, 1.91259)
H (-5.33692, -0.71822, -1.77884)
H (-3.02398, 0.05864, -2.14118)

Record 2
A 2-piece molecular cluster, C5H12N2O overall. Source: OMol25; level of theory: ωB97M-V/def2-TZVPD.

Results
**Highest occupied orbital energy**: -7.7 eV
**Energy relative to the best compared isomer or geometry (same formula, charge and spin)**: 4.987 eV
**Max |F|**: 3.252 eV/A
**Electronic energy**: -10403.4367 eV

CARTESIAN COORDINATES (ANGSTROEM)
C (-0.73330, 0.23507, -1.63124)
C (-1.24844, 1.79077, 0.19388)
N (-1.29071, 0.43480, -0.31219)
C (-1.29944, -0.60744, 0.57555)
C (-0.92198, -1.87516, 0.35991)
H (-1.71858, -0.33755, 1.53824)
H (-0.95429, 1.10775, -2.24460)
H (0.35358, 0.09392, -1.60665)
H (-0.21854, 2.13881, 0.34042)
H (-1.75604, 2.45893, -0.50585)
H (-1.76285, 1.83935, 1.15323)
H (-1.18933, -0.64178, -2.09241)
H (-0.59412, -2.23517, -0.60143)
H (-1.10394, -2.61521, 1.12177)
C (2.36608, -1.22005, 0.66818)
O (2.25848, 0.97982, 0.68461)
N (2.96443, -0.34375, 0.03183)
H (2.82109, 1.75761, 0.54444)
H (1.59509, -0.67836, 1.31927)
H (2.43280, -2.28237, 0.46302)

Record 3
C18H21N4O2STi as an isolated structure. Source: OMol25; level of theory: ωB97M-V/def2-TZVPD.

Results
**Highest occupied orbital energy (spin up / spin down)**: -14.1 / -14.1 eV
**Energy relative to the best compared isomer or geometry (same formula, charge and spin)**: 0.000 eV
**Max |F|**: 3.021 eV/A
**Net charge**: +2
**Multiplicity**: 2
**⟨S²⟩**: 0.754
**Electronic energy**: -63001.2923 eV

CARTESIAN COORDINATES (ANGSTROEM)
Ti (0.61561, 1.30205, -0.17828)
C (-0.58794, 5.47116, -0.24563)
C (-0.43858, 3.99410, -0.28984)
N (0.64767, 3.39416, -0.14046)
N (1.80474, 4.11202, 0.02481)
C (2.94648, 3.40438, 0.30000)
N (4.02689, 4.12655, 0.47775)
S (2.97313, 1.71001, 0.41171)
C (-1.62768, 3.08325, -0.51376)
C (-2.87765, 3.54106, -0.75233)
C (-3.91361, 2.61499, -0.93938)
C (-3.62501, 1.28657, -0.87200)
C (-2.31150, 0.89302, -0.64029)
N (-1.33916, 1.78080, -0.46836)
H (0.16481, 5.95461, 0.37402)
H (-1.55481, 5.74842, 0.16964)
H (-0.52932, 5.88060, -1.26078)
H (1.78879, 5.11282, -0.04699)
H (4.04010, 5.13346, 0.42223)
H (4.89746, 3.65847, 0.68324)
H (-3.07406, 4.60552, -0.80192)
H (-4.92487, 2.95198, -1.13274)
H (-4.39241, 0.53404, -1.00212)
H (-2.03995, -0.14752, -0.59706)
C (-0.07251, -6.60648, 0.55337)
C (0.14630, -5.11631, 0.43341)
C (-0.14178, -4.26865, 1.49473)
C (0.04681, -2.90325, 1.42211)
C (-0.26933, -2.10473, 2.67794)
C (0.51504, -2.36245, 0.19224)
C (0.87864, -3.22116, -0.89540)
C (1.55663, -2.80886, -2.19358)
C (0.67886, -4.57421, -0.73274)
C (0.56469, -0.95178, 0.05987)
O (0.79676, -0.31028, -1.10112)
O (0.33770, -0.11999, 1.03629)
H (-0.76045, -6.85136, 1.36037)
H (0.87992, -7.10140, 0.76508)
H (-0.45110, -7.02709, -0.37818)
H (-0.51616, -4.69379, 2.42078)
H (-0.51724, -2.79381, 3.48043)
H (-1.11421, -1.42973, 2.54378)
H (0.57036, -1.49362, 2.99716)
H (1.09317, -1.96833, -2.69252)
H (1.55619, -3.65447, -2.87750)
H (2.60027, -2.54444, -2.00249)
H (0.95227, -5.24033, -1.54547)

Record 4
A 2-piece molecular cluster, C2H3ClO2S overall. Source: OMol25; level of theory: ωB97M-V/def2-TZVPD.

Results
**Highest occupied orbital energy**: -9.8 eV
**Energy relative to the best compared isomer or geometry (same formula, charge and spin)**: 0.675 eV
**Max |F|**: 0.996 eV/A
**Electronic energy**: -29574.0389 eV

CARTESIAN COORDINATES (ANGSTROEM)
C (-0.42675, -0.77577, -0.96965)
C (-0.78679, -1.72768, -0.12897)
O (0.14145, 3.09187, 1.23158)
O (2.08082, 1.64742, 0.90865)
S (1.30297, 2.76485, 0.45460)
Cl (-0.47945, -1.62111, 1.55858)
H (-0.62472, -0.84741, -2.02428)
H (0.08889, 0.10226, -0.61872)
H (-1.29641, -2.63443, -0.41179)

Record 5
An isolated ion of composition H4O2P3 and charge -1. Source: OMol25; level of theory: ωB97M-V/def2-TZVPD.

Results
**Highest occupied orbital energy (spin up / spin down)**: 0.3 / -5.3 eV
**Energy relative to the best compared isomer or geometry (same formula, charge and spin)**: 0.000 eV
**Max |F|**: 3.307 eV/A
**Net charge**: -1
**Multiplicity**: 3
**⟨S²⟩**: 2.010
**Electronic energy**: -32023.9048 eV

CARTESIAN COORDINATES (ANGSTROEM)
O (1.89802, 0.70270, 0.83750)
O (0.51403, 0.71562, -1.32966)
P (-1.17851, 1.15397, 1.07706)
P (0.46330, -1.84154, 0.27433)
P (0.69315, 0.38170, 0.11082)
H (-1.45064, 2.10565, 0.13007)
H (-1.85419, 0.20412, 0.43082)
H (-0.42248, -1.70518, -0.70244)
H (1.33732, -1.71704, -0.82851)

Record 6
A 6-piece molecular cluster, C18H36F3O21P3 overall. Source: OMol25; level of theory: ωB97M-V/def2-TZVPD.

Results
**Highest occupied orbital energy**: -10.0 eV
**Energy relative to the best compared isomer or geometry (same formula, charge and spin)**: 1.054 eV
**Max |F|**: 3.306 eV/A
**Electronic energy**: -98272.0961 eV

CARTESIAN COORDINATES (ANGSTROEM)
C (-0.23851, -3.38989, 3.10175)
O (-1.19355, -4.37985, 3.56756)
P (-2.41169, -4.81644, 2.66585)
O (-3.29032, -5.84638, 3.27529)
O (-3.06581, -3.43841, 2.30074)
C (-3.68109, -2.56630, 3.33342)
O (-1.87800, -5.32948, 1.32943)
C (-2.30795, -6.56322, 0.73285)
H (0.60975, -3.79250, 3.65287)
H (-0.44860, -2.34553, 3.30581)
H (0.01393, -3.58595, 2.06922)
H (-3.15690, -1.58953, 3.40912)
H (-3.61431, -3.13512, 4.28698)
H (-4.71795, -2.30304, 3.15400)
H (-3.12498, -6.98754, 1.30297)
H (-1.44007, -7.20016, 0.60560)
H (-2.70848, -6.41172, -0.24941)
C (-3.47361, 3.14225, 2.55146)
O (-4.23134, 2.30260, 1.65131)
P (-5.77630, 2.06619, 1.72236)
O (-6.45331, 1.69026, 2.97283)
O (-6.37944, 3.37185, 1.16706)
C (-5.93297, 4.04161, 0.01344)
O (-5.80615, 0.92566, 0.64971)
C (-6.75205, -0.08478, 0.40666)
H (-3.27272, 2.56019, 3.47195)
H (-3.92605, 4.10018, 2.72018)
H (-2.61728, 3.25938, 1.94206)
H (-6.66948, 4.81722, -0.31337)
H (-5.90978, 3.32265, -0.80533)
H (-4.96133, 4.52744, 0.03625)
H (-6.56215, -1.07136, 0.83863)
H (-6.77746, -0.24728, -0.67758)
H (-7.73474, 0.26322, 0.71927)
C (0.04875, 3.44368, -0.82549)
O (0.65500, 2.59502, -1.83461)
P (0.08512, 1.14113, -1.97990)
O (0.90403, 0.09655, -1.37376)
O (-0.17987, 1.05299, -3.50002)
C (0.83092, 1.15578, -4.53650)
O (-1.36591, 1.24457, -1.39788)
C (-2.05185, 0.13025, -0.81293)
H (0.34078, 3.21587, 0.22595)
H (-1.02833, 3.42888, -0.90844)
H (0.40254, 4.43663, -1.11377)
H (1.27135, 2.19134, -4.33602)
H (0.29668, 1.35253, -5.45689)
H (1.56988, 0.36248, -4.52621)
H (-1.39508, -0.41296, -0.10737)
H (-2.33046, -0.60589, -1.54843)
H (-2.95446, 0.46150, -0.38545)
C (6.34866, 1.83838, -5.02086)
C (4.88830, 2.22056, -5.03628)
O (4.37723, 1.96186, -3.76844)
C (5.27365, 1.15230, -3.07455)
O (5.07370, 0.66694, -1.98657)
O (6.44159, 1.03132, -3.81506)
F (4.22538, 1.51577, -5.93588)
H (7.03100, 2.69345, -4.87444)
H (6.54754, 1.23997, -5.87677)
H (4.76884, 3.28566, -5.24995)
C (2.41332, 1.48116, 1.07073)
C (1.99705, 0.05594, 1.30812)
O (0.63074, 0.05624, 1.61133)
C (0.38267, 1.21371, 2.20359)
O (-0.56147, 1.50681, 2.81478)
O (1.47919, 2.04524, 2.02504)
F (2.70825, -0.45926, 2.39649)
H (2.27874, 1.64910, -0.02720)
H (3.46635, 1.60428, 1.36992)
H (2.13965, -0.58633, 0.42072)
C (6.37389, -1.37644, 1.24755)
C (7.02807, -1.19776, -0.12025)
O (6.20484, -2.00133, -0.95172)
C (5.13078, -2.50199, -0.27747)
O (4.25614, -3.04364, -0.81760)
O (5.29497, -2.25503, 1.01042)
F (8.30977, -1.76488, -0.13124)
H (5.99632, -0.49307, 1.79302)
H (7.15307, -1.88971, 1.85104)
H (7.13336, -0.24581, -0.65166)